(1)
DFT (the ωB97M-V functional and the def2-TZVPD basis) results for C16H43ClO6Si2V as an isolated structure at a distorted geometry.

Atoms and positions in Å:
O (-1.424465, -1.959903, -2.985645)
O (1.111566, 2.247349, -6.974594)
C (-0.443041, -3.026537, -3.488274)
C (-1.223736, -4.287173, -3.285934)
H (0.413149, -2.998106, -2.805714)
H (-0.103245, -2.795394, -4.495882)
H (-1.322097, -4.491660, -2.213377)
H (-0.710589, -5.114175, -3.763627)
H (-2.218620, -4.143689, -3.718830)
C (-1.735227, -0.767525, -3.857422)
C (-1.470872, -1.006959, -5.324065)
H (-1.205754, 0.101540, -3.449031)
H (-2.795028, -0.596174, -3.637131)
H (-0.417256, -0.787752, -5.529958)
H (-2.100411, -0.316139, -5.900247)
H (-1.718702, -2.036398, -5.605331)
C (0.519218, 2.694534, -5.760597)
C (2.359852, 1.593871, -6.696011)
C (-0.948532, 2.993093, -5.931837)
H (1.048948, 3.590335, -5.397913)
H (0.614738, 1.910562, -4.983311)
H (-1.159241, 3.576241, -6.823880)
H (-1.291872, 3.545826, -5.062249)
H (-1.513454, 2.063145, -5.966800)
C (2.719799, 0.610608, -7.793029)
H (2.297097, 1.020556, -5.744436)
H (3.152875, 2.357493, -6.602299)
H (1.948809, -0.157965, -7.904986)
H (3.652503, 0.103045, -7.533313)
H (2.865003, 1.115033, -8.749428)
H (1.982425, -0.198260, -2.288268)
V (-0.948810, -1.585821, -1.146922)
C (2.969242, -0.218759, -2.703182)
Si (3.712769, 0.625022, -1.182214)
H (3.288122, -1.253282, -2.845747)
H (3.001364, 0.320281, -3.663860)
C (5.456105, 0.075505, -1.629708)
C (3.090267, -0.054892, 0.472247)
C (2.930151, 2.339947, -1.183794)
C (-2.643044, -1.796932, -0.052474)
Si (-3.471687, -0.151257, -0.189970)
H (-2.414675, -2.086269, 0.983355)
H (-3.126546, -2.654042, -0.549048)
C (-4.912395, -0.527072, -1.319212)
C (-2.735869, 1.442394, -0.930003)
C (-3.884793, 0.364384, 1.551830)
H (2.372389, 2.559917, -2.103184)
H (3.626738, 3.167767, -1.048027)
H (2.179868, 2.443488, -0.385329)
H (5.413389, -1.028099, -1.668574)
H (6.241185, 0.357942, -0.920289)
H (5.734211, 0.413066, -2.639623)
H (2.743152, -1.096528, 0.405902)
H (2.233310, 0.500397, 0.895083)
H (3.879286, -0.015702, 1.233132)
H (-2.479174, 1.367521, -1.995063)
H (-1.831167, 1.792386, -0.411195)
H (-3.495022, 2.240957, -0.841703)
H (-4.632340, 1.162679, 1.581394)
H (-3.001553, 0.718836, 2.099809)
H (-4.282338, -0.488157, 2.108342)
H (-5.736916, 0.166759, -1.116226)
H (-5.235927, -1.554064, -1.114092)
H (-4.641945, -0.463740, -2.381440)
O (-0.645646, 1.143258, 2.392285)
Cl (0.022094, 2.497784, 2.231072)
O (1.538464, 2.517785, 2.139970)
O (0.207598, -2.696616, -0.877855)
O (-0.270096, -0.092065, -1.193270)

Forces on atoms 1 to 6 (eV/Å):
0.6068 0.1923 -2.4040
0.2399 -0.7003 0.6759
-0.2037 0.6707 0.5841
-0.1714 -0.0411 -0.2228
-0.2373 0.1367 -0.5467
-0.4435 -0.0743 0.0155

Calculated values
max |F|	0.0680	Eh/bohr
LUMO level (alpha / beta)	0.52 / -2.99	eV
frontier orbital gap (alpha / beta)	0.294 / 0.203	hartree
2S+1	4
energy above the lowest of the compared OMol25 structures with the same formula, charge and spin	0.0	kcal per mole
expectation value of S²	3.779
HOMO energy (alpha / beta)	-7.49 / -8.52	eV

(2)
DFT (the ωB97M-V functional and the def2-TZVPD basis) results for a 2-piece molecular cluster, CH3BrClN overall at a distorted geometry.

Atoms and positions in Å:
C (-0.299693, 0.027956, 0.951812)
N (0.677943, 0.327382, -0.927420)
Cl (1.665739, -1.112035, -0.948976)
Br (-0.705553, 0.487490, -2.083804)
H (-0.364115, 1.102763, 1.035232)
H (-1.210426, -0.255771, 0.395339)
H (0.236105, -0.577785, 1.577815)

Forces on atoms 1 to 6 (eV/Å):
-1.3681 2.8827 -5.8781
0.2933 -0.2360 4.5948
-0.3916 -0.1289 -0.7392
-0.8231 -0.4834 -1.0347
0.3766 0.0418 0.8821
0.5766 -0.6847 0.9186

Calculated values
max |F|	0.1301	Eh/bohr
LUMO level (alpha / beta)	-0.61 / -0.61	eV
frontier orbital gap (alpha / beta)	0.305 / 0.305	hartree
2S+1	1
energy above the lowest of the compared OMol25 structures with the same formula, charge and spin	108.4	kcal per mole
HOMO energy (alpha / beta)	-8.91 / -8.91	eV

Number 1: E -83531.4877 eV. Number 2: E -85136.0064 eV.